The molecule CH3IOS2 at a distorted geometry, computed with ωB97M-V/def2-TZVPD.

```
8
Properties=species:S:1:pos:R:3:forces:R:3
C -0.561076 -0.503554 1.545983 0.18 0.09 1.34
O 0.616175 -1.089477 -2.035060 0.88 -2.48 -0.04
S 1.422669 1.496641 -0.837321 -1.22 -0.75 0.11
S -0.056257 0.036156 -1.461728 0.14 3.32 -1.76
I 0.765226 1.031568 1.782701 -1.10 -1.39 -0.65
H -1.614464 -0.266565 1.780914 0.74 0.39 -0.52
H -0.282391 -1.489612 1.998127 0.38 1.06 -0.82
H -0.289881 0.784843 -2.773618 0.02 -0.25 2.34
```
Forces are in eV/Å.

Its net charge is 0. For the HOMO-LUMO gap (spin up / spin down), the calculation gives 6.58 / 6.60 eV. The calculation puts the LUMO energy (spin up / spin down) at -1.92 / -1.93 eV. The spin multiplicity is 1.


A cluster of 2 separate species, CH3IS in total at a distorted geometry, computed with ωB97M-V/def2-TZVPD.

```
6
Properties=species:S:1:pos:R:3:forces:R:3
C -0.041299 0.192087 0.446390 -0.34 1.30 -4.69
S -0.992381 -1.162434 -0.201887 0.50 0.43 0.22
I 1.972275 0.311924 -0.225561 -0.52 -0.15 0.80
H -0.548843 1.897299 -0.475640 0.42 -2.37 1.45
H -0.411834 0.401225 1.374332 0.00 1.06 2.52
H 0.022080 -1.640100 -0.917634 -0.06 -0.27 -0.31
```
Forces are in eV/Å.

Its net charge is 0. For the HOMO-LUMO gap (spin up / spin down), the calculation gives 7.90 / 8.38 eV. The calculation puts the LUMO energy (spin up / spin down) at -0.44 / -0.48 eV. The spin multiplicity is 1.


The ion CH3N2 with charge +1 at a distorted geometry, computed with ωB97M-V/def2-TZVPD.

```
6
Properties=species:S:1:pos:R:3:forces:R:3
C -0.888821 -0.097704 -0.057669 -4.75 -0.76 0.07
N 0.293321 -0.002133 -0.160571 0.04 -0.59 1.30
N 1.414414 0.040686 -0.223861 3.39 0.11 -4.20
H -1.407222 0.831856 -0.064965 -0.74 0.65 -0.28
H -1.416249 -1.058322 0.010904 0.42 0.27 0.18
H 2.004559 0.285619 0.496161 1.64 0.32 2.93
```
Forces are in eV/Å.

Its net charge is +1. For the HOMO-LUMO gap, the calculation gives 10.88 eV. The calculation puts the LUMO energy at -6.61 eV. As for the SMILES: C=[N+]=N. The spin multiplicity is 1.


The ion CH3N2O2 with charge -1 at a distorted geometry, computed with ωB97M-V/def2-TZVPD.

```
8
Properties=species:S:1:pos:R:3:forces:R:3
O 2.114729 -0.355210 0.320420 -0.11 0.35 0.31
N 1.109788 -0.395320 -0.475835 0.63 -0.57 -0.66
C 0.139476 0.572706 -0.278187 -1.07 -0.20 1.17
N -0.988852 -0.293576 0.516245 0.44 0.09 -0.97
O -1.967969 -0.747402 -0.209117 0.16 0.26 0.36
H 0.382530 1.408781 0.395273 0.25 -0.15 -0.18
H -0.349674 0.886214 -1.197563 -0.14 -0.09 0.09
H -0.440030 -1.076190 0.928761 -0.15 0.31 -0.11
```
Forces are in eV/Å.

Its net charge is -1. For the HOMO-LUMO gap (spin up / spin down), the calculation gives 6.75 / 7.89 eV. The calculation puts the LUMO energy (spin up / spin down) at 4.82 / 4.95 eV. As for the SMILES: O=NCN[O-]. The spin multiplicity is 1.


A cluster of 2 separate species, CH3N2O2 in total at a distorted geometry, computed with ωB97M-V/def2-TZVPD.

```
8
Properties=species:S:1:pos:R:3:forces:R:3
C 1.163460 0.138170 0.015225 -1.27 -0.92 1.56
N 0.108618 1.106462 0.097115 -1.39 -1.36 -0.47
N -1.601479 -0.095475 -0.071185 3.37 2.19 -0.04
O -1.330419 -1.272983 -0.251510 -1.38 -0.04 0.11
O -2.696498 0.436495 -0.016287 0.05 -1.12 -0.10
H 1.616363 -0.175101 -0.968256 -0.45 0.19 0.33
H 1.937739 0.723313 0.598169 -0.25 -0.88 -0.30
H 0.802217 -0.860880 0.596730 1.32 1.94 -1.09
```
Forces are in eV/Å.

Its net charge is -1. For the HOMO-LUMO gap, the calculation gives 7.42 eV. The calculation puts the LUMO energy at 4.71 eV. The spin multiplicity is 1.


A cluster of 2 separate species, CH3N2O2 in total at a distorted geometry, computed with ωB97M-V/def2-TZVPD.

```
8
Properties=species:S:1:pos:R:3:forces:R:3
C -0.518455 1.391345 1.066848 1.67 -4.49 1.45
N 0.025850 0.463311 0.355120 -1.90 2.25 1.33
N -2.008144 1.638378 -1.198241 -1.92 0.31 -12.03
O -3.021245 0.962171 -1.496718 2.23 0.39 -0.41
O -1.302906 2.347417 -1.978916 -1.71 -2.56 2.02
H -0.196318 2.377909 1.202656 0.60 2.61 -0.94
H -2.054412 1.833706 -0.344997 1.24 1.96 9.84
H -1.039758 1.224657 2.158568 -0.20 -0.48 -1.27
```
Forces are in eV/Å.

Its net charge is -1. For the HOMO-LUMO gap (spin up / spin down), the calculation gives 5.02 / 5.02 eV. The calculation puts the LUMO energy (spin up / spin down) at 3.51 / 3.51 eV. The spin multiplicity is 1.


The ion CH3N2O2 with charge +1 at a distorted geometry, computed with ωB97M-V/def2-TZVPD.

```
8
Properties=species:S:1:pos:R:3:forces:R:3
C 0.827466 0.021873 0.011740 -0.41 -0.01 -0.19
N -0.263347 -0.954922 0.206014 1.64 -0.66 -0.81
N 0.766000 1.270468 -0.003549 0.17 -1.98 -0.52
O -1.564219 -0.620340 -0.181036 0.76 -0.32 -0.13
O -1.852833 0.567894 0.083768 0.03 0.58 0.24
H 1.841554 -0.471368 -0.197880 -1.43 0.34 0.53
H -0.079444 -1.955170 -0.153047 -0.33 1.93 0.56
H 0.324820 2.141562 0.233993 -0.43 0.12 0.31
```
Forces are in eV/Å.

Its net charge is +1. For the HOMO-LUMO gap (spin up / spin down), the calculation gives 9.92 / 6.88 eV. The calculation puts the LUMO energy (spin up / spin down) at -6.88 / -9.03 eV. The spin multiplicity is 1.


The ion CH3N2O2 with charge +1 at a distorted geometry, computed with ωB97M-V/def2-TZVPD.

```
8
Properties=species:S:1:pos:R:3:forces:R:3
C -0.000664 0.130456 -0.162270 -1.17 2.76 -1.99
N -0.159332 1.420507 0.222180 1.00 -2.46 1.46
N -0.130499 -0.255724 -1.467924 0.98 -1.13 5.14
O -0.281734 2.470675 -0.377794 -0.67 2.47 -2.96
O -0.322029 0.558727 -2.340911 -0.55 2.08 -3.13
H 0.027076 -0.470920 0.690652 0.37 -1.75 0.73
H 0.050337 1.580675 1.172136 0.23 -0.26 2.05
H -0.234996 -1.238097 -1.518040 -0.20 -1.73 -1.31
```
Forces are in eV/Å.

The expectation value of S² is 2.0112. Its net charge is +1. For the HOMO-LUMO gap (spin up / spin down), the calculation gives 9.60 / 7.53 eV. The calculation puts the LUMO energy (spin up / spin down) at -5.63 / -9.28 eV. The spin multiplicity is 3.


A cluster of 2 separate species, CH3N2O2P in total at a distorted geometry, computed with ωB97M-V/def2-TZVPD.

```
9
Properties=species:S:1:pos:R:3:forces:R:3
O -3.290320 1.401689 2.034042 -0.23 -0.24 0.83
N -3.195363 1.968072 1.001963 -0.12 -1.54 2.50
P -2.987411 2.570280 -0.301333 0.21 1.89 -3.32
C -0.873812 -0.193471 -0.512244 -0.62 -3.11 2.21
N -0.765141 0.930692 -1.358553 -0.51 0.68 -1.35
O 0.211929 1.584829 -1.167586 0.71 0.44 0.09
H -0.517141 0.065218 0.513117 -0.41 -0.06 -0.57
H -0.158526 -1.024954 -0.814466 -0.89 1.03 -0.12
H -1.948510 -0.629442 -0.466859 1.86 0.91 -0.27
```
Forces are in eV/Å.

Its net charge is 0. For the HOMO-LUMO gap (spin up / spin down), the calculation gives 8.83 / 8.83 eV. The calculation puts the LUMO energy (spin up / spin down) at -0.49 / -0.49 eV. As for the SMILES: [O-][N+]#P.CN=O. The spin multiplicity is 1.


A cluster of 2 separate species, CH3N2O2S in total at a distorted geometry, computed with ωB97M-V/def2-TZVPD.

```
9
Properties=species:S:1:pos:R:3:forces:R:3
C -0.597193 -1.037938 1.658080 0.83 -1.76 0.50
N -0.523522 -2.118675 2.130880 -1.18 -1.80 1.12
N 0.793937 0.919612 -1.154768 1.42 1.36 2.02
O -0.565453 1.967168 -2.988546 -0.76 -0.36 -1.06
O -0.331057 -0.052110 1.110374 -0.20 2.21 -0.99
S 0.297755 2.217587 -1.918595 1.09 -0.93 1.65
H -1.065322 -2.881482 2.572522 0.59 1.27 -0.61
H 0.647546 -0.078172 -1.170559 -0.86 -0.45 -0.98
H 1.343309 1.064010 -0.239388 -0.93 0.47 -1.64
```
Forces are in eV/Å.

Its net charge is +1. For the HOMO-LUMO gap, the calculation gives 7.65 eV. The calculation puts the LUMO energy at -7.19 eV. The spin multiplicity is 1.


The ion CH3N2O3S with charge -1 at a distorted geometry, computed with ωB97M-V/def2-TZVPD.

```
10
Properties=species:S:1:pos:R:3:forces:R:3
C 0.572619 -1.412487 0.338914 1.07 0.08 -0.83
N 0.105267 0.126270 -1.361802 1.09 0.35 0.31
N 0.193293 -0.132132 0.036112 0.82 -1.46 0.49
O 0.406173 2.150927 1.688751 0.44 -0.39 -0.72
O 0.843982 -1.959444 1.416768 -0.80 0.96 -1.12
O -1.657342 1.517887 0.467392 1.92 -0.57 1.28
S -0.492600 1.041750 1.351429 -3.06 0.59 -0.76
H 0.744399 -1.965988 -0.670414 -0.31 0.33 1.24
H -0.154510 1.096516 -1.444365 -0.37 0.12 -0.04
H -0.561283 -0.463300 -1.822784 -0.81 -0.02 0.16
```
Forces are in eV/Å.

Its net charge is -1. For the HOMO-LUMO gap, the calculation gives 8.32 eV. The calculation puts the LUMO energy at 4.13 eV. The spin multiplicity is 1.


The molecule CH3N2PS at a distorted geometry, computed with ωB97M-V/def2-TZVPD.

```
8
Properties=species:S:1:pos:R:3:forces:R:3
N -0.190397 3.201679 0.992490 -0.47 0.94 0.00
C 0.058620 2.095498 1.132805 1.39 -3.17 -0.10
S 0.706053 0.405460 1.299654 -0.67 1.92 0.21
P 0.617389 -0.284552 -0.719018 1.74 -0.43 -0.26
N -0.624764 -1.409157 -0.763891 -1.92 0.18 -0.65
H 1.915841 -1.131856 -0.579190 -1.98 0.91 0.26
H -1.376249 -1.058354 -1.408300 1.10 -0.54 0.84
H -1.106494 -1.818718 0.045451 0.82 0.17 -0.30
```
Forces are in eV/Å.

Its net charge is 0. For the HOMO-LUMO gap, the calculation gives 10.29 eV. The calculation puts the LUMO energy at 0.38 eV. As for the SMILES: N#CSPN. The spin multiplicity is 1.


The ion CH3N2S with charge +1 at a distorted geometry, computed with ωB97M-V/def2-TZVPD.

```
7
Properties=species:S:1:pos:R:3:forces:R:3
C 0.403887 0.039662 0.073762 -1.82 1.00 -4.39
N 0.215686 -0.684592 1.153906 1.05 0.20 0.29
N -0.367273 0.150815 -1.073675 1.76 -0.79 3.66
S 1.709286 0.555129 1.022868 -1.44 -0.80 -0.27
H -0.598659 -0.378679 1.673301 -0.21 0.07 0.75
H -1.188264 -0.495610 -1.004480 0.86 1.10 -0.84
H -0.174662 0.813275 -1.845681 -0.21 -0.78 0.78
```
Forces are in eV/Å.

Its net charge is +1. For the HOMO-LUMO gap, the calculation gives 9.29 eV. The calculation puts the LUMO energy at -6.41 eV. The spin multiplicity is 1.


The ion CH3N2S with charge +1 at a distorted geometry, computed with ωB97M-V/def2-TZVPD.

```
7
Properties=species:S:1:pos:R:3:forces:R:3
C -0.595456 0.671602 -0.355686 7.03 -2.60 3.95
N -1.552757 -0.034344 -0.839270 -1.82 -1.08 -0.27
N 0.687649 0.345153 0.435689 -4.43 -1.70 -3.02
S -1.564567 1.813218 -1.010383 -0.82 1.17 -0.41
H -2.392847 -0.636263 -0.545169 1.88 1.15 -0.05
H 1.132726 -0.605967 0.270567 -1.86 0.99 0.08
H 1.500215 0.908413 0.504304 0.01 2.07 -0.29
```
Forces are in eV/Å.

Its net charge is +1. For the HOMO-LUMO gap, the calculation gives 9.35 eV. The calculation puts the LUMO energy at -6.06 eV. The spin multiplicity is 1.


A cluster of 2 separate species, CH3N3 in total at a distorted geometry, computed with ωB97M-V/def2-TZVPD.

```
7
Properties=species:S:1:pos:R:3:forces:R:3
H 1.113386 0.475627 -0.707351 0.78 -0.78 1.19
N 1.473596 0.358398 0.318222 -1.62 2.10 -1.34
N 2.245531 -0.537979 0.539068 0.89 -1.83 -0.11
H 2.425593 -1.174485 -0.274360 0.03 0.45 0.15
C -1.856382 1.134362 -0.379951 -0.89 -0.29 -0.48
N -2.977830 1.052310 -0.630619 0.89 0.17 0.31
H -0.799482 1.134164 -0.231207 -0.09 0.18 0.28
```
Forces are in eV/Å.

Its net charge is 0. For the HOMO-LUMO gap, the calculation gives 10.29 eV. The calculation puts the LUMO energy at 0.38 eV. As for the SMILES: [H]/N=N\[H].C#N. The spin multiplicity is 1.


A cluster of 2 separate species, CH3N3 in total at a distorted geometry, computed with ωB97M-V/def2-TZVPD.

```
7
Properties=species:S:1:pos:R:3:forces:R:3
C 0.197618 -0.635625 -0.261713 0.67 2.23 -2.08
N -0.944500 -0.070104 -0.242282 -0.54 0.44 -1.66
H 0.449066 -1.321832 0.542675 0.07 -0.02 0.00
H 1.077083 -0.349082 -1.034707 -2.15 -0.97 1.50
H -1.264257 0.587570 -1.082129 1.70 -1.71 2.13
N 3.318763 0.381617 -0.252181 0.11 -2.01 1.36
N 3.310959 -0.544970 0.350421 0.14 2.04 -1.26
```
Forces are in eV/Å.

Its net charge is 0. For the HOMO-LUMO gap, the calculation gives 11.12 eV. The calculation puts the LUMO energy at 1.30 eV. As for the SMILES: C=N.N#N. The spin multiplicity is 1.


The molecule CH3N3O2S2 at a distorted geometry, computed with ωB97M-V/def2-TZVPD.

```
11
Properties=species:S:1:pos:R:3:forces:R:3
N 0.882108 0.806675 1.514439 -4.03 -0.56 -0.84
C 1.662621 0.057961 0.769030 -1.48 -2.36 -1.57
O 2.789188 -0.159022 0.862017 3.13 -0.07 -0.19
N 0.852213 -0.914458 -0.371063 -1.99 1.46 1.69
N 1.588184 -1.505187 -1.231570 2.38 -0.17 -0.74
O 1.227464 -2.246454 -2.148270 -0.94 0.79 1.72
S -0.968621 -0.997146 -0.314623 1.33 -0.64 -0.62
S -1.378081 -0.785789 -2.300480 -1.69 3.65 1.00
H -0.147265 0.564937 1.469241 1.75 0.97 0.15
H 1.241236 1.369674 2.252322 0.35 0.06 0.32
H -0.930652 -1.870785 -2.700376 1.17 -3.14 -0.93
```
Forces are in eV/Å.

Its net charge is 0. For the HOMO-LUMO gap, the calculation gives 8.79 eV. The calculation puts the LUMO energy at 0.03 eV. As for the SMILES: NC(=O)N(N=O)SS. The spin multiplicity is 1.


A cluster of 2 separate species, CH3N3O3 in total at a distorted geometry, computed with ωB97M-V/def2-TZVPD.

```
10
Properties=species:S:1:pos:R:3:forces:R:3
N 1.217732 0.218869 -1.203466 -0.73 -0.80 -1.49
N 2.155024 0.530475 -0.708482 -2.39 -0.22 -0.88
O 3.026602 0.951649 -0.102291 3.44 1.09 1.92
N 0.000540 -0.485972 1.086504 -0.35 0.81 0.21
O -0.999818 0.339649 0.414842 0.19 0.83 1.15
C -1.555383 -0.108948 -0.697646 -0.55 1.19 -0.27
O -2.104958 0.616616 -1.469999 0.12 -0.15 0.15
H 0.245802 0.294732 1.707564 0.53 -0.95 0.24
H -0.445751 -1.209111 1.671026 -0.37 0.61 -0.32
H -1.539788 -1.147958 -0.698055 0.12 -2.41 -0.70
```
Forces are in eV/Å.

Its net charge is 0. For the HOMO-LUMO gap, the calculation gives 11.29 eV. The calculation puts the LUMO energy at 0.67 eV. As for the SMILES: N#[N+][O-].NOC=O. The spin multiplicity is 1.


The molecule CH3N3S at a distorted geometry, computed with ωB97M-V/def2-TZVPD.

```
8
Properties=species:S:1:pos:R:3:forces:R:3
H -2.215627 -1.610909 0.703884 0.18 1.60 0.16
N -1.303094 -1.459394 0.246776 1.68 -1.41 -1.28
N -0.677815 -0.416347 0.386920 -3.44 -0.76 2.01
C 0.590001 -0.129083 0.175235 2.20 4.49 -1.41
N 0.636980 1.369673 -0.463393 -4.78 -3.22 3.76
S 1.925958 -0.769869 0.890066 -1.04 0.17 -0.73
H -0.301327 1.700919 -0.868171 2.01 -1.05 0.63
H 1.344924 1.315009 -1.071316 3.20 0.18 -3.12
```
Forces are in eV/Å.

Its net charge is 0. For the HOMO-LUMO gap, the calculation gives 7.91 eV. The calculation puts the LUMO energy at -1.10 eV. As for the SMILES: [H]/N=N/C(N)=S. The spin multiplicity is 1.


A structure of composition CH3N3S2 at a distorted geometry, computed with ωB97M-V/def2-TZVPD.

```
9
Properties=species:S:1:pos:R:3:forces:R:3
C -0.565148 -1.564246 -1.242874 0.14 1.86 0.71
N -1.241085 -0.813451 0.537505 1.19 0.17 -0.83
N -0.650046 0.110198 1.002349 -1.92 -1.99 -0.55
N 0.307810 0.903887 0.764353 1.00 0.73 -0.17
S 0.539869 -1.042851 -2.316412 -1.54 -1.22 0.53
S 1.568113 0.487464 -1.706857 1.58 0.69 -1.18
H -1.348001 -2.239100 -1.560488 0.29 -0.48 -0.26
H 0.364103 1.466868 1.573556 0.70 1.16 0.53
H 0.987395 0.982222 -0.199307 -1.44 -0.92 1.21
```
Forces are in eV/Å.

Its net charge is 0. For the HOMO-LUMO gap (spin up / spin down), the calculation gives 8.03 / 8.03 eV. The calculation puts the LUMO energy (spin up / spin down) at -0.75 / -0.75 eV. The spin multiplicity is 1.